Entry from the Open Molecules 2025 dataset: the molecule C3H7NO2 (ωB97M-V with the def2-TZVPD basis set).

Structure (XYZ):
```
13
Properties=species:S:1:pos:R:3
C 1.8884 0.8609 -0.1362
O 0.5023 0.6938 0.0532
C 0.1104 -0.6425 -0.1230
C -1.3848 -0.8488 0.0670
N -2.1409 0.2376 0.3565
O -1.8455 -1.9710 -0.0493
H 2.1934 0.5733 -1.1545
H 2.4691 0.2590 0.5802
H 2.1159 1.9175 0.0193
H 0.6215 -1.3094 0.5897
H 0.3600 -1.0045 -1.1334
H -3.1298 0.0696 0.4751
H -1.7599 1.1647 0.4555
```

Properties
energy relative to the best compared isomer or geometry (same formula, charge and spin)	0.943	eV
net charge	0
calculated total energy	-323.74632	Eh
SMILES	COCC(N)=O